{
  "formula": "C21H23Cl5FeN5",
  "method": "ωB97M-V/def2-TZVPD",
  "elements": ["C", "Cl", "H", "C", "H", "Cl", "N", "H", "H", "H", "H", "H", "N", "C", "H", "C", "N", "H", "H", "C", "H", "C", "C", "H", "H", "H", "C", "N", "C", "C", "H", "C", "C", "C", "C", "H", "C", "H", "Cl", "H", "H", "C", "H", "C", "C", "Fe", "H", "H", "C", "N", "Cl", "C", "H", "C", "Cl"],
  "coordinates": [[4.66649, -0.63829, -0.09254], [1.22244, 2.12152, 0.77631], [-3.15553, 3.68958, -2.52870], [-1.40590, 2.52220, -2.50414], [-1.08312, 2.85729, -3.48052], [6.04759, -1.56104, -0.50114], [-1.11807, 1.14709, -0.57087], [-0.88763, -2.66776, -2.06539], [-1.88166, -0.40227, 3.62872], [-1.13288, 1.15799, 3.89100], [-3.06661, 2.48529, 3.04440], [1.05057, 0.41711, 3.39396], [0.55636, -1.14680, 2.10312], [-2.55837, 2.98281, -1.96662], [1.44956, 2.60268, -3.39985], [-3.44145, 1.76350, 2.31484], [-0.92030, -1.62542, -0.20385], [0.63655, -2.96372, 0.20951], [1.52393, -1.45856, 2.10323], [-0.32177, -2.33526, 2.01158], [-0.95851, -3.67797, 0.44296], [-0.65764, -1.68186, -1.65120], [0.80004, -1.35776, -1.91281], [-0.00705, -3.14028, 2.67845], [1.43639, -2.13089, -1.48413], [-1.91785, -1.54802, -0.03388], [-2.99112, 2.58544, -0.66341], [-1.33650, 0.62161, 1.85778], [-2.33189, 1.30700, 1.42811], [-2.21509, 1.68874, -0.00623], [0.98010, -1.33315, -2.98640], [-0.37448, -2.76276, 0.56668], [3.55082, 0.90381, 1.35983], [3.55963, -0.60341, -0.95482], [4.64864, 0.08030, 1.09055], [0.38347, -0.98696, 4.23688], [2.39221, 0.08532, -0.63405], [-3.85082, 0.91851, 2.87120], [3.70225, -1.40135, -2.47864], [-4.24459, 2.23176, 1.75319], [-1.29482, -0.94495, -2.13613], [1.44134, 1.51463, -3.30969], [-1.32637, -2.03088, 2.31003], [0.29521, -0.36767, 3.34149], [2.45937, 0.91204, 0.50826], [-0.01931, 0.10648, 0.53523], [1.09626, 1.11651, -4.27189], [-3.87376, 3.00697, -0.20573], [-1.10586, 0.27037, 3.25586], [1.11846, -0.04663, -1.29927], [3.55860, 1.88923, 2.77033], [0.62304, 1.07596, -2.12575], [2.47951, 1.19556, -3.19325], [-0.59726, 1.57055, -1.77126], [5.96452, 0.00923, 2.18257]],
  "max_force_ev_per_a": 1.8,
  "e_tot_ev": -126594.8669,
  "homo_ev": [-9.1, -9.1],
  "orbital_gap_ha": [0.2352, 0.2352],
  "charge": 1
}

---

{
  "formula": "C15H23CrF5N5O4",
  "method": "ωB97M-V/def2-TZVPD",
  "elements": ["C", "C", "F", "F", "C", "H", "H", "F", "H", "H", "O", "H", "N", "C", "C", "Cr", "O", "N", "C", "N", "H", "N", "H", "H", "C", "C", "C", "H", "C", "H", "F", "C", "H", "H", "H", "H", "H", "H", "C", "H", "C", "F", "H", "H", "C", "H", "H", "H", "O", "O", "C", "N", "H"],
  "coordinates": [[-2.50122, 2.31998, -1.41818], [-1.27084, 0.26214, 4.87967], [2.91365, 0.33079, -1.52270], [3.11458, 2.47439, -1.29886], [-0.81027, 0.29728, 2.49208], [3.04428, -2.26849, -0.73366], [3.03998, -3.96991, -1.26142], [2.69600, 1.24225, 0.43691], [0.88391, -4.90307, 1.60539], [2.16084, -5.47410, 0.54270], [-1.29286, -1.50655, 1.00463], [-2.87358, 4.16166, -0.65117], [-2.40969, 3.27954, -0.50872], [-3.32905, 2.43162, -2.57558], [-1.76413, 0.26149, -2.19184], [-0.24116, 0.06720, -0.29700], [1.09239, -1.31859, 0.01975], [-1.78545, 1.20455, -1.24830], [2.94357, -3.29807, -0.41059], [-2.47525, 0.34357, -3.32721], [-2.19890, -0.25680, 4.65568], [-0.68030, 0.84421, 3.66747], [-0.56627, 2.89741, 4.07542], [-1.32507, -0.72623, -4.72205], [-3.27373, 1.44435, -3.49402], [-1.58347, -0.99563, 2.30083], [-0.58452, -2.74479, 0.94447], [-2.65476, -0.78916, 2.36299], [0.79090, -2.49918, 0.35111], [-0.49151, -3.18763, 1.93731], [0.57916, 2.74451, -0.51948], [2.45189, 1.40678, -0.87457], [-3.03501, -0.48558, -5.15527], [0.77545, 1.91750, 4.70116], [-1.64930, 3.24662, 0.15431], [-2.59480, -1.67159, -3.90623], [-1.15376, -3.43697, 0.32210], [3.70852, -3.53413, 0.32731], [1.26117, -4.86813, 0.58481], [-1.33588, -1.72437, 3.07217], [-2.34552, -0.71101, -4.34807], [0.73780, 1.67458, -2.43729], [-0.56069, -0.41167, 5.35837], [0.68604, 2.28009, 2.96224], [0.10826, 2.07113, 3.85537], [-1.50114, 1.07457, 5.56380], [0.52751, -5.28786, -0.10309], [-3.95285, 3.29703, -2.73817], [-0.98650, -0.72026, -1.91835], [-0.31804, 0.83328, 1.45098], [0.93873, 1.54060, -1.08915], [1.61955, -3.49867, 0.19697], [-3.84287, 1.47113, -4.41234]],
  "max_force_ev_per_a": 0.5,
  "e_tot_ev": -73565.5798,
  "homo_ev": [-15.4, -14.9],
  "orbital_gap_ha": [0.3277, 0.3274],
  "multiplicity": 2,
  "relative_energy_kj_mol": 17.1,
  "s_squared": 0.77,
  "charge": 2
}

---

{
  "formula": "C8H6O6",
  "method": "ωB97M-V/def2-TZVPD",
  "elements": ["O", "C", "H", "H", "C", "C", "O", "C", "H", "C", "O", "O", "C", "C", "C", "H", "O", "H", "O", "H"],
  "coordinates": [[-1.27138, 2.91894, -0.64160], [0.85458, -1.91272, 0.66441], [-1.86549, 2.74601, 0.86805], [3.16327, -2.13324, -1.34332], [1.56060, -1.56066, -0.55757], [1.90368, -0.86954, 0.75870], [3.00053, -0.40928, 1.44954], [-0.48108, 0.46031, -0.17883], [-0.55690, -2.62125, 1.94751], [-1.95441, 0.63256, -0.83814], [0.26620, -2.89178, 1.55142], [-2.87015, -0.07369, -1.63844], [-1.67341, 0.96776, 0.53631], [0.60548, -0.54671, -0.01672], [-0.88084, 1.61415, -1.10135], [-0.46998, 3.47730, -0.48247], [-1.97789, 1.90176, 1.38117], [2.89039, 0.54338, 1.79666], [2.23417, -2.11079, -1.59002], [-2.47737, -0.13252, -2.56530]],
  "max_force_ev_per_a": 3.4,
  "e_tot_ev": -20664.6344,
  "homo_ev": -8.1,
  "orbital_gap_ha": 0.3037,
  "relative_energy_kj_mol": 729.5,
  "charge": 0
}

---

{
  "formula": "C5H4",
  "method": "ωB97M-V/def2-TZVPD",
  "elements": ["H", "C", "H", "C", "C", "H", "H", "C", "C"],
  "coordinates": [[-0.97520, -0.64740, -1.91020], [-0.53030, 2.38373, 1.09727], [1.68966, 1.73760, 1.31111], [-0.35656, -0.01044, -0.20707], [-0.32915, -0.94067, -1.11881], [-1.27956, 0.24197, 1.62413], [0.45519, -1.51455, -1.34603], [0.58808, 1.85372, 1.18746], [-0.63080, 0.70769, 0.89250]],
  "max_force_ev_per_a": 4.1,
  "e_tot_ev": -5243.1866,
  "homo_ev": -9.2,
  "orbital_gap_ha": 0.3602,
  "relative_energy_kj_mol": 290.3,
  "charge": 0
}